An isolated molecule of C6H12O, computed with the ωB97M-V functional and the def2-TZVPD basis.

Atoms and positions in Å:
C  1.893  0.629  0.556
H  1.728  -1.450  1.369
H  -0.568  1.504  -0.510
C  -0.781  0.007  -2.038
H  -1.667  -1.177  0.464
C  0.788  -0.143  -0.136
C  -0.577  0.407  -0.571
H  1.191  -0.845  -0.865
H  1.674  1.624  0.938
C  1.195  -0.507  1.253
H  2.913  0.496  0.197
H  0.082  0.278  -2.655
C  -1.767  -0.105  0.256
H  -1.675  0.475  -2.464
H  -2.699  0.050  -0.302
H  -0.906  -1.082  -2.105
H  -1.849  0.403  1.219
O  0.284  -0.237  2.275
H  0.741  -0.327  3.118

## Properties
**E_HOMO**: -9.5 eV
**Total energy**: -8462.9699 eV
**Kohn-Sham gap**: 10.458 eV
**Spin multiplicity**: 1

---

A cluster of 2 separate species, C6H12O in total in a non-equilibrium geometry, computed with the ωB97M-V functional and the def2-TZVPD basis.

Atoms and positions in Å:
H  2.470  0.085  -1.198
C  0.833  0.140  -2.567
C  1.153  -0.802  0.968
C  1.409  0.004  -1.387
C  -0.618  -2.291  1.995
H  1.523  0.430  -3.355
H  2.203  -0.546  1.123
H  -1.841  5.102  -2.246
H  -3.170  4.519  -1.687
H  -0.352  -0.819  -0.423
H  -0.265  -2.958  1.220
H  -0.167  -0.160  -2.814
H  -1.634  -1.981  1.798
H  -0.644  -2.882  2.907
H  1.030  -1.144  3.044
H  -0.348  -0.298  2.416
C  0.341  -1.075  2.203
C  0.701  -0.637  -0.273
O  -2.624  5.312  -1.724

## Properties
**E_HOMO**: -8.6 eV
**Total energy**: -8462.3821 eV
**Kohn-Sham gap**: 9.397 eV
**Spin multiplicity**: 1

---

An isolated molecule of C6H12O, computed with the ωB97M-V functional and the def2-TZVPD basis.

Atoms and positions in Å:
H  -0.519  -1.949  -1.208
C  0.585  -0.487  0.935
H  -0.009  1.791  -0.699
C  2.448  0.577  -0.067
C  -1.108  -1.058  -0.998
C  -1.843  -0.995  0.309
C  -0.644  -0.116  0.087
C  -0.845  1.367  -0.133
H  0.275  -0.676  1.972
O  1.571  0.517  1.028
H  -1.761  1.560  -0.701
H  -2.830  -0.541  0.336
H  3.057  -0.333  -0.138
H  1.015  -1.414  0.522
H  -1.719  -1.832  0.994
H  3.109  1.432  0.101
H  -1.597  -0.630  -1.871
H  1.918  0.715  -1.013
H  -0.906  1.909  0.815

## Properties
**E_HOMO**: -9.7 eV
**Total energy**: -8462.7097 eV
**Kohn-Sham gap**: 10.741 eV
**Spin multiplicity**: 1

---

A cluster of 2 separate species, C6H12O in total in a non-equilibrium geometry, computed with the ωB97M-V functional and the def2-TZVPD basis.

Atoms and positions in Å:
H  1.164  -1.278  1.177
C  0.540  -0.390  1.255
C  0.886  0.741  0.345
H  -1.131  0.393  2.202
H  -0.237  2.657  0.419
H  -1.627  -3.503  3.342
H  -1.232  1.132  0.161
C  -0.310  1.670  -0.037
H  -1.614  -2.994  1.549
C  -0.773  -1.650  2.926
H  1.334  0.324  -0.557
H  -0.247  1.934  -1.096
O  1.042  1.916  -6.505
C  -1.291  -2.823  2.569
H  -0.458  -1.520  3.959
C  -0.546  -0.507  2.023
H  1.961  1.693  -6.572
H  1.608  1.457  0.750
H  0.663  2.740  -6.799

## Properties
**E_HOMO**: -9.2 eV
**Total energy**: -8462.1202 eV
**Kohn-Sham gap**: 10.181 eV
**Spin multiplicity**: 1

---

A cluster of 2 separate species, C6H12O in total, computed with the ωB97M-V functional and the def2-TZVPD basis.

Atoms and positions in Å:
C  -1.835  -1.566  -1.752
H  -3.272  -0.482  -0.642
C  -2.382  -1.107  -0.630
C  0.744  0.701  1.050
C  2.168  0.380  1.396
H  0.035  0.754  1.874
H  -0.942  -2.187  -1.739
C  1.307  -0.659  0.734
H  0.532  2.704  0.310
H  1.255  1.567  -0.838
H  -0.920  0.646  -0.948
H  2.946  0.847  0.795
H  -1.955  -1.326  0.346
C  0.470  1.678  -0.068
H  1.514  -0.899  -0.307
H  2.432  0.248  2.440
H  -2.260  -1.343  -2.728
H  0.982  -1.508  1.331
O  -0.820  1.553  -0.624

## Properties
**E_HOMO**: -10.0 eV
**Total energy**: -8462.1602 eV
**Kohn-Sham gap**: 11.108 eV
**Spin multiplicity**: 1

---

An isolated molecule of C6H12O, computed with the ωB97M-V functional and the def2-TZVPD basis.

Atoms and positions in Å:
C  0.629  0.359  0.495
H  -2.099  1.851  1.546
C  -1.311  1.118  1.736
H  0.245  -2.102  -1.184
H  -0.122  0.304  -2.986
H  -0.591  -1.462  1.013
C  -0.346  0.469  -1.924
C  0.914  -1.441  -0.630
H  -1.762  0.117  1.716
H  1.933  -1.829  -0.676
H  1.580  0.694  0.935
O  -0.375  1.312  0.714
H  -0.570  1.533  -1.795
H  1.745  0.487  -1.426
H  -1.263  -0.086  -1.693
C  0.438  -1.140  0.823
C  0.820  0.057  -1.021
H  1.053  -1.515  1.654
H  -0.893  1.295  2.738

## Properties
**E_HOMO**: -9.3 eV
**Total energy**: -8462.7411 eV
**Kohn-Sham gap**: 10.375 eV
**Spin multiplicity**: 1

---

An isolated molecule of C6H12O in a non-equilibrium geometry, computed with the ωB97M-V functional and the def2-TZVPD basis.

Atoms and positions in Å:
H  -3.053  -2.555  1.106
C  -1.447  -1.194  0.731
H  1.826  0.254  -1.488
H  -1.766  -0.213  1.466
H  2.966  1.109  0.438
C  0.477  0.539  0.222
H  -0.112  1.203  1.126
H  -3.083  -1.576  -0.332
C  1.367  1.095  -0.924
H  -0.681  -1.734  1.448
H  1.217  0.003  0.952
H  3.053  2.526  -1.234
H  -2.001  -2.958  -0.166
C  -2.509  -2.022  0.230
O  -0.744  -0.612  -1.453
H  0.601  1.584  -1.663
H  1.914  2.966  0.187
C  -0.533  -0.417  -0.259
C  2.507  2.003  -0.387

## Properties
**E_HOMO**: -9.4 eV
**Total energy**: -8460.4735 eV
**Kohn-Sham gap**: 10.279 eV
**Spin multiplicity**: 1

---

An isolated molecule of C6H12O, computed with the ωB97M-V functional and the def2-TZVPD basis.

Atoms and positions in Å:
C  -1.385  -0.065  -1.183
C  1.063  -1.506  -0.438
H  0.408  -2.351  -0.203
H  2.080  -1.785  -0.153
H  -0.709  0.088  -2.031
O  0.690  -0.587  1.735
H  1.319  1.819  0.616
H  -2.136  1.612  0.842
H  -0.723  1.173  1.961
H  -1.663  -1.130  -1.206
H  2.593  0.615  0.391
C  1.597  0.921  0.054
H  1.627  1.152  -1.018
H  1.040  -1.308  -1.516
H  -2.295  0.526  -1.309
C  -0.699  0.203  0.104
C  0.664  -0.290  0.447
H  -2.029  0.067  1.708
C  -1.441  0.845  1.198

## Properties
**E_HOMO (spin up / spin down)**: -7.9 / -7.8 eV
**Total energy**: -8460.8687 eV
**Kohn-Sham gap (spin up / spin down)**: 7.005 / 6.747 eV
**Spin multiplicity**: 1

---

A cluster of 2 separate species, C6H12O in total in a non-equilibrium geometry, computed with the ωB97M-V functional and the def2-TZVPD basis.

Atoms and positions in Å:
H  2.606  -0.910  1.586
H  -3.377  -0.020  0.449
C  -1.213  0.223  0.682
H  0.273  -0.631  -1.407
H  1.069  -0.554  -2.693
H  -1.353  0.954  1.503
C  -2.495  0.226  -0.163
H  2.577  -0.166  -0.925
H  -0.056  1.466  -0.713
C  1.706  -0.124  -0.248
H  1.802  1.607  1.211
H  -1.123  -0.742  1.191
C  0.126  0.627  -0.028
H  -2.690  1.209  -0.611
H  -2.438  -0.510  -0.969
C  1.657  -0.724  1.087
H  0.887  -1.464  1.290
C  1.322  0.733  0.828
O  0.720  -1.200  -2.069

## Properties
**E_HOMO**: -9.0 eV
**Total energy**: -8460.0679 eV
**Kohn-Sham gap**: 10.007 eV
**Spin multiplicity**: 1

---

An isolated molecule of C6H12O in a non-equilibrium geometry, computed with the ωB97M-V functional and the def2-TZVPD basis.

Atoms and positions in Å:
H  -0.299  -1.222  1.307
C  0.243  -0.788  0.472
H  -2.015  1.279  0.775
C  -0.774  -0.104  -0.400
O  1.528  -1.620  0.263
H  -0.393  0.450  -1.272
H  -2.739  -0.366  -1.409
H  1.884  -0.007  1.637
C  -0.972  1.016  0.766
H  -1.661  -1.742  -1.591
C  1.584  -0.274  0.624
C  -1.977  -0.959  -0.881
H  -0.335  1.873  0.518
H  1.889  0.255  -1.444
H  3.245  0.604  -0.373
C  2.157  0.618  -0.446
H  1.814  1.651  -0.333
H  -2.465  -1.474  -0.048
H  -0.711  0.809  1.834

## Properties
**E_HOMO**: -9.9 eV
**Total energy**: -8461.8799 eV
**Kohn-Sham gap**: 10.935 eV
**Spin multiplicity**: 1

---

An isolated molecule of C6H12O, computed with the ωB97M-V functional and the def2-TZVPD basis.

Atoms and positions in Å:
H  -3.135  -0.718  -0.682
H  1.607  -1.175  2.221
H  0.643  -1.327  0.301
C  -0.572  0.943  -1.010
O  1.406  -0.281  1.927
C  -0.070  0.699  0.371
C  2.202  0.063  -0.343
C  -1.528  0.477  0.069
H  -0.309  0.158  -1.722
H  -0.501  1.938  -1.438
H  2.593  1.028  -0.003
H  -2.446  -1.391  0.798
C  -2.198  -0.867  -0.132
H  3.005  -0.676  -0.299
C  1.019  -0.322  0.555
H  -2.179  1.203  0.558
H  1.916  0.189  -1.394
H  -1.575  -1.534  -0.737
H  0.121  1.596  0.958

## Properties
**E_HOMO**: -9.9 eV
**Total energy**: -8463.0784 eV
**Kohn-Sham gap**: 10.828 eV
**Spin multiplicity**: 1

---

An isolated molecule of C6H12O, computed with the ωB97M-V functional and the def2-TZVPD basis.

Atoms and positions in Å:
H  0.789  0.720  2.262
H  -0.745  1.414  -2.742
H  -1.259  -1.047  -0.965
C  -0.194  1.771  -1.862
H  0.877  1.602  -2.023
H  -1.729  1.234  -0.462
C  -0.399  -0.469  -0.608
H  -1.021  -0.557  1.421
C  0.746  0.522  1.183
C  0.489  -2.078  1.232
C  -0.088  -0.717  0.869
H  -0.237  -2.866  0.996
O  0.051  1.568  0.539
C  -0.654  1.045  -0.610
H  1.788  0.439  0.815
H  1.415  -2.294  0.682
H  -0.365  2.848  -1.764
H  0.462  -0.720  -1.249
H  0.708  -2.135  2.305

## Properties
**E_HOMO**: -9.5 eV
**Total energy**: -8463.9768 eV
**Kohn-Sham gap**: 10.609 eV
**Spin multiplicity**: 1